1.
The following is a DFT calculation (ωB97M-V/def2-TZVPD) of a cluster of 3 separate species, CH8O2S2 in total in a non-equilibrium geometry.

- Largest force on an atom: 0.038 hartree/bohr
- Spin multiplicity: 1
- Relative energy (zero: lowest compared OMol25 entry of this formula, charge and spin): 0.898 eV
- SMILES: CSS.O.O
- Frontier orbital gap: 8.771 eV

Each line ends with the natural charge from an NBO analysis.
Positions of all 13 atoms, in Å:
C (-0.48, 1.83, -0.14)  -0.75
S (-0.85, 1.55, 1.64)  0.07
S (0.63, 0.54, 2.54)  -0.19
H (-0.94, 2.81, -0.24)  0.23
H (-0.84, 1.03, -0.77)  0.22
H (0.59, 2.04, -0.20)  0.23
H (0.63, -0.79, 2.30)  0.18
O (-0.53, -1.16, -1.93)  -0.94
H (-0.28, -0.35, -2.40)  0.47
H (0.18, -1.78, -2.16)  0.47
O (0.61, -1.83, 0.78)  -0.97
H (0.45, -1.17, 0.10)  0.50
H (0.81, -2.72, 0.48)  0.49

2.
The following is a DFT calculation (ωB97M-V/def2-TZVPD) of an isolated molecule of C5H7NO in a non-equilibrium geometry.

- Largest force on an atom: 0.069 hartree/bohr
- Spin multiplicity: 1
- Relative energy (zero: lowest compared OMol25 entry of this formula, charge and spin): 3.202 eV
- SMILES: C=C1C[C@H]1C(N)=O
- Frontier orbital gap: 9.857 eV

Each line ends with the natural charge from an NBO analysis.
Positions of all 14 atoms, in Å:
C (-1.63, 1.06, 0.96)  -0.39
C (-0.76, 1.13, -0.01)  0.08
C (-0.07, 1.18, -1.23)  -0.43
C (0.30, -0.14, -0.48)  -0.38
C (1.45, -0.45, 0.44)  0.66
N (1.72, -1.84, 0.41)  -0.85
O (2.08, 0.32, 1.14)  -0.60
H (-1.59, 0.17, 1.60)  0.22
H (-2.43, 1.79, 1.06)  0.21
H (-0.64, 0.86, -2.10)  0.25
H (0.79, 1.84, -1.25)  0.26
H (-0.25, -1.08, -0.92)  0.20
H (1.04, -2.29, -0.12)  0.36
H (2.68, -2.36, 0.31)  0.41

3.
The following is a DFT calculation (ωB97M-V/def2-TZVPD) of an isolated molecule of C30H30F2N6O3 in a non-equilibrium geometry.

- Largest force on an atom: 0.020 hartree/bohr
- Spin multiplicity: 1
- SMILES: COc1ccc(-c2nnn(CC(=O)N(Cc3ccc(F)cc3)[C@H](C(=O)NC3CCCC3)c3ccc(F)cc3)n2)cc1
- Frontier orbital gap: 9.102 eV

Each line ends with the natural charge from an NBO analysis.
Positions of all 71 atoms, in Å:
C (-6.48, -3.94, -5.36)  -0.25
O (-6.33, -3.05, -4.28)  -0.49
C (-5.20, -3.13, -3.52)  0.33
C (-5.13, -2.23, -2.46)  -0.26
C (-4.03, -2.22, -1.63)  -0.17
C (-2.98, -3.11, -1.84)  -0.08
C (-1.83, -3.11, -0.97)  0.26
N (-0.77, -3.94, -1.09)  -0.26
N (0.04, -3.63, -0.15)  -0.04
N (-0.50, -2.65, 0.54)  0.00
C (0.13, -2.01, 1.65)  -0.32
C (0.29, -0.50, 1.39)  0.70
O (-0.17, 0.29, 2.20)  -0.63
N (0.89, -0.14, 0.25)  -0.43
C (1.80, -0.97, -0.52)  -0.23
C (3.22, -0.46, -0.34)  -0.08
C (3.77, -0.45, 0.93)  -0.13
C (5.04, 0.06, 1.15)  -0.30
C (5.74, 0.56, 0.07)  0.41
F (6.98, 1.06, 0.27)  -0.32
C (5.22, 0.56, -1.21)  -0.27
C (3.95, 0.05, -1.41)  -0.16
C (0.86, 1.27, -0.18)  -0.15
C (1.95, 2.12, 0.52)  0.69
O (2.83, 2.65, -0.11)  -0.64
N (1.80, 2.20, 1.85)  -0.64
C (2.68, 2.97, 2.70)  -0.05
C (1.88, 4.05, 3.45)  -0.41
C (1.52, 3.40, 4.78)  -0.41
C (2.80, 2.66, 5.14)  -0.40
C (3.28, 2.08, 3.81)  -0.42
C (-0.52, 1.88, -0.06)  -0.05
C (-1.65, 1.11, -0.31)  -0.13
C (-2.91, 1.67, -0.25)  -0.28
C (-3.03, 3.01, 0.07)  0.40
F (-4.26, 3.57, 0.13)  -0.33
C (-1.92, 3.80, 0.30)  -0.28
C (-0.67, 3.23, 0.23)  -0.18
N (-1.67, -2.28, 0.06)  -0.27
C (-3.06, -4.01, -2.90)  -0.16
C (-4.16, -4.03, -3.74)  -0.31
H (-6.49, -4.98, -5.03)  0.18
H (-7.45, -3.70, -5.81)  0.20
H (-5.69, -3.80, -6.11)  0.18
H (-5.95, -1.54, -2.31)  0.23
H (-3.97, -1.53, -0.80)  0.22
H (-0.51, -2.10, 2.53)  0.26
H (1.08, -2.51, 1.84)  0.25
H (1.52, -0.92, -1.58)  0.21
H (1.75, -2.01, -0.21)  0.23
H (3.21, -0.84, 1.77)  0.20
H (5.48, 0.07, 2.13)  0.23
H (5.79, 0.97, -2.03)  0.23
H (3.52, 0.05, -2.40)  0.21
H (1.14, 1.27, -1.24)  0.24
H (1.00, 1.75, 2.28)  0.43
H (3.44, 3.39, 2.05)  0.24
H (1.01, 4.37, 2.88)  0.22
H (2.52, 4.92, 3.62)  0.21
H (1.23, 4.13, 5.53)  0.21
H (0.70, 2.70, 4.64)  0.20
H (3.53, 3.36, 5.53)  0.20
H (2.64, 1.89, 5.89)  0.21
H (2.92, 1.06, 3.69)  0.20
H (4.37, 2.05, 3.75)  0.22
H (-1.56, 0.06, -0.56)  0.22
H (-3.80, 1.09, -0.44)  0.22
H (-2.04, 4.85, 0.53)  0.23
H (0.21, 3.84, 0.40)  0.22
H (-2.25, -4.71, -3.06)  0.23
H (-4.19, -4.74, -4.55)  0.22

4.
The following is a DFT calculation (ωB97M-V/def2-TZVPD) of a structure of composition C33H28BrFN5O6PtS4 in a non-equilibrium geometry.

- Largest force on an atom: 0.072 hartree/bohr
- Spin multiplicity: 1
- Relative energy (zero: lowest compared OMol25 entry of this formula, charge and spin): 1.151 eV
- Charge: +1
- Frontier orbital gap: 5.122 eV

Each line ends with the Mulliken charge.
Positions of all 79 atoms, in Å:
Pt (2.79, 1.56, 0.81)  2.39
C (-3.82, -0.55, 3.20)  -0.78
C (-2.75, -1.62, 3.32)  -1.09
N (-1.54, -1.33, 2.54)  0.24
C (-0.52, -0.68, 3.15)  -0.21
C (0.64, -0.31, 2.55)  0.43
C (1.54, 0.58, 3.37)  -0.01
O (1.48, 0.49, 4.59)  -0.73
O (2.29, 1.46, 2.78)  -0.85
C (0.92, -0.77, 1.22)  1.24
O (2.00, -0.63, 0.63)  -0.98
C (-0.22, -1.39, 0.54)  0.56
C (-0.12, -1.63, -0.83)  -0.94
C (-1.23, -1.99, -1.54)  0.51
F (-1.11, -2.18, -2.88)  -0.38
C (-2.48, -2.13, -0.94)  -1.47
C (-2.56, -1.99, 0.44)  -0.28
C (-1.44, -1.61, 1.19)  -0.45
N (-3.69, -2.28, -1.66)  0.74
C (-4.60, -3.37, -1.34)  -0.83
C (-6.02, -2.79, -1.33)  -0.71
N (-6.02, -1.57, -2.21)  -0.06
C (-5.24, -1.83, -3.46)  -0.88
C (-3.75, -1.93, -3.07)  -0.66
H (-4.69, -0.82, 3.79)  0.42
H (-4.13, -0.43, 2.16)  0.01
H (-3.45, 0.41, 3.55)  0.34
H (-3.11, -2.60, 3.03)  0.48
H (-2.43, -1.71, 4.36)  0.53
H (-0.67, -0.41, 4.19)  0.57
H (0.82, -1.46, -1.33)  0.60
H (-3.53, -2.04, 0.91)  0.71
H (-4.36, -3.79, -0.36)  0.47
H (-4.51, -4.19, -2.07)  0.38
H (-6.32, -2.46, -0.34)  0.43
H (-6.76, -3.49, -1.72)  0.38
H (-5.55, -0.81, -1.71)  0.04
H (-6.97, -1.27, -2.42)  0.36
H (-5.42, -1.03, -4.17)  0.39
H (-5.62, -2.76, -3.88)  0.42
H (-3.27, -0.97, -3.22)  0.47
H (-3.27, -2.65, -3.73)  0.53
O (5.84, 6.01, -3.31)  -0.53
C (5.29, 5.25, -2.58)  0.57
S (4.95, 5.59, -0.87)  -0.15
C (4.20, 4.06, -0.51)  0.23
C (4.09, 3.15, -1.55)  0.17
S (3.32, 1.64, -1.42)  -0.81
S (4.73, 3.63, -3.09)  -0.15
S (3.60, 3.78, 1.04)  -0.35
N (6.05, 0.09, 3.21)  0.00
C (4.89, 0.68, 2.90)  -0.52
N (4.72, 0.78, 1.60)  -0.17
C (5.85, 0.22, 1.01)  0.59
C (6.22, 0.06, -0.32)  -0.27
C (7.44, -0.53, -0.59)  -0.90
C (8.28, -0.97, 0.44)  -0.42
C (7.93, -0.83, 1.77)  -1.07
C (6.70, -0.23, 2.03)  0.55
H (6.39, -0.06, 4.14)  0.21
H (4.19, 1.05, 3.63)  0.55
H (5.57, 0.40, -1.12)  0.30
H (7.75, -0.66, -1.61)  0.43
H (9.23, -1.43, 0.19)  0.39
H (8.58, -1.16, 2.57)  0.40
Br (-5.36, 1.17, -2.26)  -0.13
C (-3.64, 1.73, -1.66)  0.04
C (-3.11, 1.14, -0.53)  -0.13
C (-1.84, 1.49, -0.11)  0.18
C (-1.10, 2.43, -0.82)  -0.57
C (-1.68, 3.06, -1.92)  -0.70
C (-2.94, 2.70, -2.36)  -0.60
C (0.35, 2.76, -0.47)  0.50
O (0.85, 3.78, -0.86)  -0.58
O (0.90, 1.79, 0.22)  -0.35
H (-3.70, 0.41, 0.01)  0.34
H (-1.40, 1.03, 0.76)  0.65
H (-1.10, 3.81, -2.44)  0.52
H (-3.38, 3.16, -3.23)  0.44

5.
The following is a DFT calculation (ωB97M-V/def2-TZVPD) of a cluster of 2 separate species, C3H5NO2 in total.

- Largest force on an atom: 0.012 hartree/bohr
- Spin multiplicity: 1
- Relative energy (zero: lowest compared OMol25 entry of this formula, charge and spin): 2.798 eV
- SMILES: [H]/N=C/C=O.C=O
- Frontier orbital gap: 10.544 eV

Each line ends with the natural charge from an NBO analysis.
Positions of all 11 atoms, in Å:
H (-1.54, 2.11, 0.45)  0.34
N (-0.55, 1.90, 0.44)  -0.56
C (-0.35, 0.77, 0.98)  0.02
C (1.06, 0.25, 1.07)  0.40
O (1.69, -0.18, 0.13)  -0.50
H (-1.13, 0.13, 1.40)  0.18
H (1.51, 0.25, 2.08)  0.12
C (-0.17, -1.31, -1.64)  0.30
O (-1.26, -1.14, -1.15)  -0.53
H (0.26, -0.63, -2.40)  0.12
H (0.48, -2.16, -1.37)  0.11

HOMO level (eV)
-8.5 -9.1 -8.6 -8.5 -10.1
Total energy (Ha)
-989.7187 -324.6068 -1915.2005 -6385.3557 -322.4715